DFT (ωB97M-V with the def2-TZVPD basis set) results for a molecular structure, C25H31F10N3O4PS2V.

Geometry (Å):
V: -0.590 0.676 -0.123
C: -2.617 3.085 -0.916
N: -2.355 2.117 0.146
C: -3.521 1.228 0.304
C: -3.487 0.107 -0.722
N: -2.200 -0.565 -0.717
C: -2.245 -1.906 -0.416
C: -1.660 -2.880 -1.232
F: -1.141 -2.522 -2.416
C: -1.610 -4.221 -0.898
F: -1.048 -5.103 -1.736
C: -2.173 -4.667 0.279
F: -2.144 -5.970 0.595
C: -2.782 -3.751 1.118
F: -3.324 -4.167 2.271
C: -2.809 -2.415 0.772
F: -3.369 -1.565 1.649
C: -2.065 2.837 1.398
C: -1.565 1.891 2.474
N: -0.445 1.139 1.939
C: 0.257 0.397 2.860
C: -0.310 -0.489 3.799
F: -1.637 -0.713 3.794
C: 0.434 -1.210 4.714
F: -0.174 -2.038 5.574
C: 1.811 -1.094 4.731
F: 2.549 -1.781 5.616
C: 2.414 -0.243 3.828
F: 3.746 -0.082 3.870
C: 1.658 0.473 2.922
F: 2.306 1.316 2.113
H: -3.484 3.714 -0.666
H: -1.743 3.718 -1.052
H: -2.828 2.565 -1.851
H: -3.472 0.773 1.288
H: -4.448 1.820 0.242
H: -4.318 -0.572 -0.499
H: -3.708 0.519 -1.723
H: -1.288 3.567 1.163
H: -2.959 3.384 1.738
H: -1.269 2.499 3.344
H: -2.400 1.273 2.824
C: -1.293 0.597 -3.438
O: -0.448 1.206 -2.471
C: 0.077 2.429 -2.940
C: 1.129 2.900 -1.977
O: 0.567 2.941 -0.679
C: 1.526 3.381 0.279
H: -0.711 0.336 -4.329
H: -2.095 1.287 -3.732
H: -1.714 -0.287 -2.972
H: -0.735 3.160 -3.044
H: 0.533 2.289 -3.928
H: 1.473 3.900 -2.278
H: 1.984 2.217 -1.982
H: 1.769 4.436 0.104
H: 2.430 2.771 0.218
H: 1.078 3.247 1.261
C: 3.640 -3.164 1.865
C: 4.237 -2.038 1.050
O: 3.873 -2.198 -0.336
P: 2.961 -1.049 -0.995
S: 3.886 0.677 -1.020
S: 1.151 -1.146 -0.107
O: 2.878 -1.770 -2.427
C: 1.949 -1.355 -3.428
C: 2.250 0.005 -4.030
H: 3.941 -3.067 2.910
H: 3.978 -4.133 1.495
H: 2.552 -3.125 1.807
H: 5.328 -2.045 1.087
H: 3.905 -1.064 1.417
H: 0.943 -1.381 -3.005
H: 2.014 -2.124 -4.198
H: 2.071 0.809 -3.317
H: 1.595 0.144 -4.896
H: 3.287 0.071 -4.359

Atoms 1-2, force components in eV/Å:
V 0.03 0.63 -0.30
C 0.02 -0.03 -0.02

Results
- F_max: 0.7 eV/A
- Charge: -1
- 2S+1: 4
- HOMO level (alpha / beta): -3.817 / -4.846 eV
- LUMO (alpha / beta): 2.20 / 2.20 eV
- <S²>: 3.758

Results of the Mulliken charge analysis, in e, for atoms 1 through 5: atom 1 (V): 0.229, atom 2 (C): -1.385, atom 3 (N): 1.267, atom 4 (C): -0.976, atom 5 (C): -1.235


DFT (ωB97M-V with the def2-TZVPD basis set) results for a molecular structure, C22H37N4PdS2SbSi2.

Geometry (Å):
Pd: 0.241 0.212 -0.095
S: 2.595 0.253 0.060
C: 3.049 1.822 -0.527
C: 4.461 2.069 -0.716
N: 5.592 2.236 -0.861
C: 2.128 2.777 -0.758
S: 0.429 2.503 -0.505
C: 2.512 4.098 -1.204
N: 2.809 5.157 -1.549
C: -4.094 1.336 1.375
Si: -3.034 1.362 -0.195
C: -2.582 3.170 -0.296
C: -4.198 1.213 -1.682
N: -1.806 0.144 -0.195
C: -2.260 -1.188 -0.132
C: -3.610 -1.552 -0.091
C: -4.045 -2.873 0.018
C: -3.102 -3.875 0.101
C: -1.750 -3.541 0.068
C: -1.291 -2.224 -0.056
N: 0.046 -1.854 -0.096
Si: 1.426 -2.880 -0.201
C: 1.138 -4.755 -0.123
C: 2.274 -2.720 -1.863
C: 2.598 -2.663 1.245
H: -4.869 2.107 1.302
H: -3.473 1.572 2.243
H: -4.581 0.382 1.576
H: -3.549 3.682 -0.246
H: -2.091 3.447 -1.226
H: -1.965 3.536 0.522
H: -4.861 2.085 -1.697
H: -4.815 0.317 -1.700
H: -3.612 1.222 -2.605
H: -4.366 -0.787 -0.129
H: -5.106 -3.090 0.051
H: -3.395 -4.915 0.199
H: -1.032 -4.334 0.148
H: 0.504 -5.132 -0.927
H: 0.724 -5.088 0.830
H: 2.129 -5.209 -0.233
H: 1.641 -3.215 -2.607
H: 3.254 -3.207 -1.869
H: 2.406 -1.683 -2.152
H: 2.062 -2.959 2.154
H: 2.974 -1.654 1.402
H: 3.457 -3.331 1.124
C: 0.738 -1.518 5.482
C: 0.524 -0.074 5.032
Sb: 0.054 0.023 2.884
C: -0.619 2.055 3.099
C: 0.572 3.003 3.217
C: -1.869 -0.934 3.145
C: -2.687 -0.531 4.366
H: 1.006 -1.604 6.541
H: 1.534 -1.996 4.905
H: -0.164 -2.118 5.328
H: 1.432 0.514 5.190
H: -0.276 0.405 5.602
H: -1.267 2.121 3.976
H: -1.214 2.291 2.216
H: 1.182 2.764 4.092
H: 0.257 4.047 3.311
H: 1.211 2.936 2.334
H: -1.680 -2.010 3.143
H: -2.416 -0.731 2.225
H: -2.202 -0.820 5.301
H: -3.674 -1.005 4.352
H: -2.853 0.547 4.409

Atoms 1-2, force components in eV/Å:
Pd 0.63 0.38 -0.83
S 0.05 0.02 -0.26

Results
- F_max: 1.1 eV/A
- Charge: -2
- HOMO level: -0.989 eV
- LUMO: 4.80 eV

Results of the Mulliken charge analysis, in e, for atoms 1 through 5: atom 1 (Pd): 0.069, atom 2 (S): -0.357, atom 3 (C): 0.451, atom 4 (C): -0.123, atom 5 (N): -0.629


DFT (ωB97M-V with the def2-TZVPD basis set) results for 9 unconnected molecules or ions with the total composition C36H54O27.

Geometry (Å):
C: -22.684 12.161 35.742
C: -23.288 13.516 35.563
C: -22.388 14.703 35.862
O: -22.852 15.686 34.939
C: -23.472 15.060 33.905
O: -23.792 15.588 32.893
O: -23.687 13.762 34.214
H: -23.336 11.358 35.403
H: -22.470 11.969 36.796
H: -21.714 12.080 35.244
H: -24.204 13.554 36.164
H: -21.339 14.495 35.634
H: -22.464 15.036 36.893
C: -27.578 16.608 25.795
C: -27.675 18.069 26.157
C: -27.200 19.062 25.077
O: -28.356 19.861 24.817
C: -29.380 19.495 25.616
O: -30.442 20.026 25.627
O: -29.036 18.445 26.383
H: -28.168 15.992 26.477
H: -26.575 16.233 25.990
H: -27.873 16.441 24.760
H: -27.116 18.237 27.079
H: -26.910 18.609 24.132
H: -26.419 19.689 25.504
C: -20.810 19.752 31.723
C: -22.087 20.567 31.866
C: -22.220 21.761 30.936
O: -22.989 21.241 29.858
C: -23.572 20.085 30.233
O: -24.303 19.437 29.559
O: -23.187 19.741 31.484
H: -20.547 19.540 30.687
H: -20.816 18.927 32.429
H: -19.968 20.365 32.085
H: -22.070 20.837 32.922
H: -21.247 22.108 30.588
H: -22.739 22.605 31.390
C: -24.413 16.523 27.512
C: -23.534 15.543 28.219
C: -23.484 15.576 29.769
O: -24.424 14.555 30.121
C: -24.556 13.683 29.108
O: -25.070 12.614 29.214
O: -24.026 14.185 27.978
H: -24.044 17.543 27.652
H: -25.440 16.453 27.869
H: -24.368 16.366 26.437
H: -22.521 15.491 27.824
H: -23.829 16.496 30.224
H: -22.476 15.241 30.007
C: -23.533 10.122 31.056
C: -22.846 9.382 32.152
C: -21.801 10.142 32.962
O: -21.803 9.421 34.185
C: -23.075 8.961 34.380
O: -23.491 8.513 35.395
O: -23.781 9.088 33.235
H: -24.224 9.537 30.460
H: -22.816 10.667 30.433
H: -24.078 10.978 31.472
H: -22.431 8.414 31.857
H: -22.108 11.179 33.125
H: -20.824 10.097 32.484
C: -19.187 15.976 26.235
C: -18.975 15.599 24.791
C: -17.733 16.267 24.169
O: -16.885 15.195 23.789
C: -17.459 14.009 24.104
O: -16.959 12.954 23.905
O: -18.678 14.193 24.653
H: -19.261 17.069 26.269
H: -18.400 15.606 26.891
H: -20.143 15.637 26.629
H: -19.893 15.758 24.224
H: -17.226 16.809 24.976
H: -17.936 17.017 23.407
C: -22.104 18.807 25.382
C: -22.108 20.308 25.210
C: -21.754 20.801 23.807
O: -23.041 20.826 23.182
C: -23.957 21.127 24.140
O: -25.045 21.550 23.943
O: -23.441 20.835 25.361
H: -22.948 18.334 24.882
H: -22.244 18.557 26.438
H: -21.150 18.365 25.100
H: -21.547 20.788 26.012
H: -21.120 20.116 23.254
H: -21.362 21.819 23.841
C: -21.495 11.485 26.619
C: -21.656 12.368 25.399
C: -23.047 12.434 24.802
O: -22.995 13.747 24.197
C: -22.303 14.508 25.067
O: -22.509 15.668 25.275
O: -21.510 13.736 25.841
H: -22.247 11.720 27.377
H: -20.583 11.842 27.113
H: -21.434 10.420 26.430
H: -20.920 12.094 24.641
H: -23.804 12.384 25.587
H: -23.244 11.726 24.004
C: -27.343 10.157 30.192
C: -27.457 8.695 30.532
C: -28.382 7.880 29.613
O: -27.524 7.038 28.872
C: -26.292 7.054 29.418
O: -25.393 6.331 29.150
O: -26.207 8.029 30.355
H: -27.375 10.345 29.116
H: -26.526 10.675 30.681
H: -28.264 10.676 30.495
H: -27.771 8.551 31.566
H: -28.974 8.532 28.966
H: -29.143 7.324 30.165

Atoms 1-2, force components in eV/Å:
C 0.78 -0.38 0.05
C -0.57 -0.10 0.60

Results
- F_max: 1.6 eV/A
- HOMO level: -10.548 eV
- LUMO: -0.18 eV
- SMILES string: C[C@H]1COC(=O)O1.C[C@H]1COC(=O)O1.C[C@H]1COC(=O)O1.C[C@H]1COC(=O)O1.C[C@H]1COC(=O)O1.C[C@H]1COC(=O)O1.C[C@H]1COC(=O)O1.C[C@H]1COC(=O)O1.C[C@H]1COC(=O)O1

Results of the Mulliken charge analysis, in e, for atoms 1 through 5: atom 1 (C): -1.498, atom 2 (C): 0.681, atom 3 (C): -0.522, atom 4 (O): -0.328, atom 5 (C): 0.558


DFT (ωB97M-V with the def2-TZVPD basis set) results for 4 unconnected molecules or ions with the total composition C28H63ClN6O9P2.

Geometry (Å):
C: -2.006 -4.065 3.424
C: -2.988 -3.553 2.364
P: -2.120 -3.283 0.769
C: -3.417 -3.454 -0.522
C: -4.202 -4.762 -0.366
C: -1.509 -1.491 0.705
C: -2.179 -0.621 1.843
C: -1.690 -0.666 3.253
N: -2.401 -1.133 4.200
C: -2.018 -0.659 -0.480
O: -3.042 -0.702 -1.106
O: -1.097 0.339 -0.722
C: 0.127 0.111 -0.065
Cl: 0.357 1.174 1.388
C: 1.214 0.540 -1.036
C: 1.053 2.008 -1.495
C: 2.321 2.852 -1.352
N: 2.348 3.634 -0.111
C: 0.010 -1.379 0.371
C: 0.234 -2.233 -0.902
O: 1.628 -2.489 -1.107
C: 2.022 -2.607 -2.403
C: 3.302 -1.875 -2.708
O: 1.404 -3.254 -3.231
P: 1.273 -2.023 1.557
N: 1.434 -3.558 1.491
O: 0.927 -1.504 3.046
O: 2.612 -1.211 1.209
H: -2.381 -3.858 4.419
H: -1.888 -5.138 3.314
H: -1.017 -3.636 3.305
H: -3.584 -2.725 2.733
H: -3.688 -4.356 2.149
H: -2.918 -3.436 -1.486
H: -4.126 -2.633 -0.559
H: -3.622 -5.570 0.065
H: -4.568 -5.051 -1.345
H: -5.088 -4.574 0.230
H: -2.174 0.428 1.547
H: -3.226 -0.907 1.854
H: -0.731 -0.215 3.461
H: -1.910 -1.017 5.081
H: 2.188 0.408 -0.583
H: 1.198 -0.062 -1.935
H: 0.804 1.998 -2.553
H: 0.215 2.490 -1.002
H: 3.205 2.229 -1.459
H: 2.334 3.543 -2.194
H: 3.103 3.335 0.484
H: 1.470 3.538 0.373
H: -0.294 -3.178 -0.824
H: -0.141 -1.722 -1.783
H: 3.698 -1.484 -1.775
H: 3.074 -1.022 -3.336
H: 4.062 -2.527 -3.114
H: 1.251 -3.960 2.399
H: 1.666 -0.996 3.389
H: 3.272 -1.914 1.131
C: 6.992 -7.081 -3.225
C: 7.361 -5.904 -2.328
C: 6.206 -5.408 -1.446
O: 5.227 -4.644 -2.122
C: 4.248 -5.389 -2.831
N: 7.930 -4.836 -3.155
H: 6.410 -6.766 -4.090
H: 7.895 -7.560 -3.602
H: 6.416 -7.830 -2.678
H: 8.145 -6.246 -1.646
H: 6.623 -4.737 -0.691
H: 5.732 -6.240 -0.910
H: 3.994 -6.319 -2.317
H: 4.583 -5.604 -3.849
H: 3.366 -4.762 -2.905
H: 8.288 -4.099 -2.555
H: 7.167 -4.398 -3.664
C: -1.271 8.186 2.008
C: 0.015 7.847 1.260
C: -0.066 6.556 0.434
O: 0.007 5.365 1.189
C: -1.205 4.945 1.793
N: 1.129 7.826 2.212
H: -1.396 7.573 2.900
H: -1.250 9.226 2.334
H: -2.147 8.050 1.371
H: 0.202 8.658 0.550
H: 0.800 6.524 -0.231
H: -0.962 6.548 -0.202
H: -2.070 5.190 1.171
H: -1.330 5.381 2.787
H: -1.160 3.861 1.905
H: 2.001 7.719 1.703
H: 1.051 6.974 2.759
C: -6.043 3.577 -1.254
C: -5.043 2.551 -0.727
C: -4.728 2.702 0.768
O: -3.864 3.775 1.098
C: -4.487 5.041 1.203
N: -3.839 2.587 -1.557
H: -5.582 4.552 -1.408
H: -6.436 3.253 -2.217
H: -6.885 3.700 -0.570
H: -5.495 1.562 -0.849
H: -4.201 1.799 1.092
H: -5.649 2.765 1.362
H: -5.501 4.956 1.605
H: -4.519 5.554 0.239
H: -3.892 5.647 1.887
H: -3.229 1.822 -1.281
H: -3.320 3.427 -1.317

Atoms 1-2, force components in eV/Å:
C -0.18 -0.12 -0.21
C -0.05 0.10 -0.05

Results
- F_max: 1.7 eV/A
- HOMO level: -8.135 eV
- LUMO: 0.16 eV
- SMILES string: [H]/N=C/C[C@@]1(P(CC)CC)C(=O)O[C@](Cl)(CCCN)[C@@]1(COC(C)=O)P(=N)(O)O.COC[C@@H](C)N.COC[C@@H](C)N.COC[C@@H](C)N

Results of the Mulliken charge analysis, in e, for atoms 1 through 5: atom 1 (C): -1.130, atom 2 (C): -0.556, atom 3 (P): 0.176, atom 4 (C): -0.308, atom 5 (C): -1.443